Entry 1:
Below is a cluster of 2 separate species, C45H43NO2P in total at a distorted geometry, with properties calculated with wB97M-V/def2-TZVPD.

Its total charge is +1. The HOMO-LUMO gap is 5.34 eV. As for the highest occupied orbital energy: -9.60 eV.

```
92
Properties=species:S:1:pos:R:3:forces:R:3:mulliken_charge:R:1
C 6.298 -2.144 -3.364 -0.1411 0.2194 0.0276 -0.448
C 6.507 -1.247 -4.421 -0.1549 0.0566 0.2792 -0.517
C 5.638 -0.167 -4.601 -0.2638 -0.2574 0.0955 -0.591
C 4.540 0.001 -3.744 0.1116 -0.1847 0.2649 0.706
C 3.571 1.137 -4.005 0.1027 0.3688 -0.6415 -0.847
N 2.187 0.943 -3.508 -0.5669 -0.8164 -0.0057 0.382
C 1.600 2.005 -2.658 0.2874 0.2743 0.7464 -1.286
C 0.351 2.667 -3.201 -0.1825 0.1084 -0.0969 0.528
C -0.751 2.800 -2.346 -0.1336 -0.2190 -0.3162 -0.447
C -1.989 3.203 -2.855 0.3179 0.1171 -0.1326 -0.564
C -2.098 3.538 -4.211 0.0524 -0.0232 0.0546 -0.489
C -0.961 3.551 -5.034 0.0418 -0.0736 0.3863 -0.600
C 0.278 3.140 -4.517 -0.3827 -0.1050 -0.0502 -0.370
C 1.491 -0.168 -3.746 0.9551 0.7591 0.1119 -0.671
C 0.253 -0.476 -3.146 -0.3312 -0.4471 0.4243 0.138
C -0.528 -1.444 -3.735 0.8443 0.5143 -0.6436 -0.591
C -1.935 -1.648 -3.644 -1.7121 -0.3750 0.4286 0.752
C -2.567 -2.514 -4.587 0.5658 0.1199 0.3804 -0.699
C -3.915 -2.836 -4.495 -0.0049 0.1779 0.1124 -0.546
C -4.695 -2.285 -3.464 0.5885 0.0323 -0.1505 -0.524
C -4.117 -1.372 -2.567 0.2944 0.0189 -0.0826 -0.129
C -2.760 -1.031 -2.658 -0.0415 -0.3502 -0.2497 -0.076
C 4.380 -0.846 -2.644 0.1224 -0.3364 -0.1619 -0.319
C 5.241 -1.937 -2.467 0.1265 0.2295 -0.2671 -0.629
H 6.972 -2.993 -3.229 -0.2622 0.2814 -0.0597 0.377
H 7.343 -1.390 -5.108 -0.2728 0.0475 0.2517 0.372
H 5.796 0.541 -5.420 -0.0600 -0.3031 0.1877 0.363
H 3.946 2.068 -3.561 -0.2069 -0.2862 0.0075 0.382
H 3.534 1.329 -5.089 -0.0708 -0.0861 0.2413 0.382
H 1.369 1.547 -1.681 0.1111 0.2907 -0.2343 0.420
H 2.378 2.761 -2.479 -0.1171 -0.3635 -0.1057 0.605
H -0.639 2.564 -1.282 -0.1479 -0.1096 -0.3728 0.533
H -2.854 3.242 -2.187 0.2831 0.0467 -0.3133 0.455
H -3.078 3.809 -4.620 0.4500 -0.0544 0.1293 0.397
H -1.044 3.869 -6.077 0.0586 -0.0829 0.4197 0.395
H 1.178 3.191 -5.144 -0.4225 -0.2296 0.2075 0.360
H 1.910 -0.861 -4.487 -0.0248 0.2716 0.3014 0.401
H -0.057 0.039 -2.234 -0.2036 0.1842 -0.6623 0.474
H -0.023 -2.091 -4.464 -0.1819 0.3884 -0.0495 0.362
H -1.949 -2.925 -5.395 -0.3136 0.0259 0.3581 0.338
H -4.355 -3.526 -5.219 0.1284 0.2859 0.2733 0.379
H -5.745 -2.575 -3.375 0.3595 0.1962 0.0223 0.396
H -4.734 -0.935 -1.779 0.2958 -0.0877 -0.2909 0.184
H -2.327 -0.303 -1.961 -0.2681 -0.3644 -0.1862 0.298
H 3.569 -0.675 -1.929 0.2367 -0.1273 -0.2513 0.493
H 5.081 -2.625 -1.634 0.1002 0.2468 -0.2371 0.428
C -5.426 1.180 0.134 0.0149 -0.1726 -0.1646 -1.056
C -4.506 1.322 1.335 -0.2856 0.1709 -0.5922 -0.250
O -3.227 0.749 0.935 -0.5933 0.3899 0.9083 -0.121
C -2.411 0.678 2.027 1.0101 -0.2258 0.9423 0.144
C -1.278 -0.208 1.877 -0.6801 0.6346 0.8652 -1.138
P -0.402 -0.397 3.361 -0.1924 0.4414 -0.3649 2.588
C 0.318 1.186 3.911 0.0151 0.3294 0.0228 0.131
C 0.153 1.684 5.212 0.3042 0.1258 -0.1739 -0.530
C 0.750 2.897 5.573 -0.0829 -0.0900 -0.1612 -0.653
C 1.456 3.646 4.628 -0.1478 -0.2969 -0.0535 -0.542
C 1.566 3.180 3.313 -0.1256 -0.2735 -0.0129 -0.630
C 1.002 1.951 2.953 0.0724 0.2706 0.4007 -0.500
C -1.182 -1.036 4.873 -0.5053 -0.2093 0.2601 -0.131
C -0.310 -1.340 5.931 -0.2064 -0.2185 0.1496 -0.295
C -0.807 -1.848 7.134 0.0126 0.1296 -0.2436 -0.663
C -2.183 -2.054 7.293 0.1541 0.1071 -0.2757 -0.512
C -3.054 -1.740 6.245 0.1070 0.0562 -0.1071 -0.559
C -2.564 -1.218 5.037 0.3004 -0.1447 0.2042 -0.451
C 0.960 -1.566 3.102 0.2611 -0.0005 -0.0947 0.148
C 2.289 -1.132 3.166 0.0469 -0.3222 -0.1916 0.059
C 3.322 -2.011 2.823 -0.1988 -0.0068 0.0797 -0.861
C 3.026 -3.328 2.457 -0.1184 0.1710 0.0004 -0.439
C 1.701 -3.784 2.464 -0.0796 0.2999 0.1148 -0.732
C 0.663 -2.906 2.802 0.3458 -0.0124 -0.1786 -0.354
O -2.666 1.307 3.074 0.2753 -0.8723 -1.1684 -0.685
H -6.393 1.665 0.314 0.2112 -0.1047 0.0316 0.427
H -4.975 1.646 -0.760 -0.1574 -0.1935 0.2958 0.192
H -5.612 0.109 -0.071 0.0542 0.5073 0.0456 0.203
H -4.369 2.375 1.628 -0.0136 -0.4380 -0.1073 0.304
H -4.907 0.775 2.205 0.2683 0.2165 -0.3277 0.317
H -1.044 -0.654 0.922 0.1159 -0.3567 0.2742 0.597
H -0.439 1.134 5.946 0.2626 0.2262 -0.2774 0.375
H 0.648 3.252 6.602 0.0164 -0.0383 -0.3854 0.410
H 1.906 4.595 4.912 -0.0899 -0.1956 -0.0718 0.386
H 2.089 3.771 2.558 -0.1272 -0.1424 0.2740 0.396
H 1.087 1.584 1.926 -0.0621 0.1129 0.3228 0.551
H 0.765 -1.167 5.816 -0.3702 -0.1577 0.0608 0.416
H -0.110 -2.080 7.942 -0.2604 0.0590 -0.2109 0.394
H -2.565 -2.455 8.234 0.0802 0.1317 -0.3476 0.389
H -4.128 -1.905 6.370 0.3813 0.1119 -0.0737 0.394
H -3.244 -0.944 4.230 0.1987 -0.1135 0.2410 0.245
H 2.518 -0.114 3.488 -0.0514 -0.3087 -0.2234 0.394
H 4.354 -1.652 2.844 -0.3159 -0.2169 0.0168 0.436
H 3.835 -4.001 2.171 -0.2341 0.1384 0.1148 0.423
H 1.477 -4.821 2.202 0.0775 0.3628 0.1345 0.418
H -0.372 -3.258 2.834 0.3447 0.1395 -0.1025 0.407
```
Positions in Å, forces in eV/Å.

=====

Entry 2:
Below is a structure of composition C45H44BrF5NO2P2S2TeTl at a distorted geometry, with properties calculated with wB97M-V/def2-TZVPD.

The value obtained for the relative energy (zero: lowest compared OMol25 entry of this formula, charge and spin) is 43.9 kcal per mole. The HOMO-LUMO gap (spin up / spin down) is 5.23 / 4.87 eV. As for the highest occupied orbital energy (spin up / spin down): -7.50 / -7.38 eV.

```
104
Properties=species:S:1:pos:R:3:forces:R:3:mulliken_charge:R:1
Tl 1.558 -0.079 1.246 -0.2490 -0.2291 0.4126 1.404
C 0.358 -1.519 -4.027 -0.0433 -0.0419 0.1862 -0.498
C -0.581 -2.403 -3.209 0.0537 0.2651 -0.0560 -1.530
P -0.615 -1.958 -1.392 -0.6496 -0.6301 -0.6556 2.185
C -0.707 -3.669 -0.730 -0.0516 -0.0486 -0.1611 0.629
C -1.756 -4.517 -1.091 0.1025 0.0270 0.0385 -0.654
C -1.771 -5.832 -0.655 -0.0194 -0.0433 0.0072 -0.745
C -0.744 -6.313 0.147 -0.0640 0.0090 -0.0188 -0.616
C 0.301 -5.478 0.507 0.0740 0.0337 -0.0180 -0.820
C 0.323 -4.163 0.064 0.0478 -0.0694 -0.0472 -0.273
C -2.310 -1.307 -1.228 -0.1196 0.0221 -0.4625 0.402
C -2.683 -0.248 -2.055 -0.1081 -0.3311 -0.1401 -0.666
C -3.903 0.384 -1.888 -0.1935 -0.1673 -0.0888 -0.853
C -4.767 -0.030 -0.883 0.0199 0.0380 -0.0328 -0.819
C -4.419 -1.102 -0.075 0.0162 -0.0232 0.0211 -1.196
C -3.198 -1.737 -0.243 -0.3222 -0.0753 -0.4068 -1.129
C 1.789 -1.597 -3.505 -0.2485 -0.0297 0.1776 -1.389
P 2.096 -0.817 -1.831 0.9171 0.2309 0.1524 2.204
C 3.686 -1.623 -1.385 -0.1637 -0.0154 -0.0902 0.688
C 4.727 -1.721 -2.314 0.0032 -0.0682 0.0812 -0.343
C 5.935 -2.290 -1.950 -0.0057 0.0214 -0.0943 -0.728
C 6.122 -2.776 -0.660 -0.0359 0.0102 -0.0037 -0.736
C 5.092 -2.703 0.261 0.0375 -0.0244 0.0837 -1.218
C 3.880 -2.135 -0.108 -0.1213 0.0419 -0.0923 -0.084
C 2.611 0.844 -2.422 -0.1039 -0.0261 0.0447 0.942
C 1.681 1.616 -3.123 -0.0195 -0.0705 0.0445 -0.135
C 2.026 2.860 -3.620 -0.0009 0.0033 -0.0350 -0.806
C 3.309 3.355 -3.421 -0.0333 0.0083 -0.0148 -0.687
C 4.237 2.595 -2.730 0.0471 0.0218 0.0438 -0.831
C 3.893 1.349 -2.224 -0.0640 0.0046 -0.0688 -0.872
H 0.015 -0.481 -4.023 -0.0640 -0.0539 -0.0779 0.122
H 0.341 -1.858 -5.066 0.0303 0.0751 -0.0100 0.519
H -0.231 -3.435 -3.268 -0.0319 -0.0156 -0.0154 0.578
H -1.594 -2.362 -3.611 0.0071 -0.0655 0.0245 0.538
H -2.562 -4.148 -1.714 -0.0113 0.0154 -0.0024 0.402
H -2.588 -6.483 -0.941 0.0043 0.0001 0.0058 0.420
H -0.765 -7.339 0.491 0.0109 0.0011 0.0105 0.396
H 1.099 -5.846 1.139 0.0139 0.0168 -0.0090 0.474
H 1.135 -3.506 0.356 -0.0008 -0.0544 0.0397 0.537
H -2.005 0.086 -2.833 -0.0403 0.0141 0.0605 0.042
H -4.181 1.206 -2.536 -0.0263 -0.1375 0.0600 0.652
H -5.707 0.484 -0.731 -0.0413 -0.0312 -0.0330 0.407
H -5.101 -1.443 0.694 0.0031 0.0060 0.0274 0.441
H -2.936 -2.582 0.381 -0.1079 0.0204 -0.3249 1.381
H 2.462 -1.091 -4.197 0.1091 -0.0410 0.0433 0.641
H 2.086 -2.646 -3.430 0.0544 0.0081 0.0412 0.631
H 4.608 -1.324 -3.313 -0.0138 0.0172 -0.0462 0.366
H 6.737 -2.341 -2.675 0.0170 -0.0135 0.0206 0.426
H 7.074 -3.203 -0.375 0.0014 -0.0147 0.0026 0.404
H 5.223 -3.064 1.272 -0.0052 0.0274 0.0172 0.514
H 3.082 -2.104 0.628 0.0777 -0.0477 0.0099 0.087
H 0.675 1.243 -3.257 0.0145 0.1244 0.0324 -0.505
H 1.295 3.444 -4.166 -0.0050 0.0006 0.0141 0.476
H 3.578 4.332 -3.801 0.0204 -0.0069 -0.0107 0.393
H 5.237 2.976 -2.566 -0.0018 -0.0028 0.0213 0.439
H 4.625 0.778 -1.675 0.0270 0.0155 0.0585 0.585
C 1.918 1.998 4.073 -0.1190 0.2879 0.1315 -1.119
C 0.490 1.558 4.200 -0.0149 -0.1569 -0.0690 0.601
C -0.260 1.953 5.324 -0.0802 0.0803 0.0363 -1.134
C -1.498 1.421 5.500 0.0456 0.0369 -0.0168 -1.064
C -1.987 0.462 4.586 0.1822 0.0576 -0.1887 1.041
C -3.202 -0.212 4.818 -0.1153 -0.0772 -0.0001 -0.881
C -3.611 -1.186 3.953 -0.0219 0.1287 0.1015 -1.290
C -2.837 -1.495 2.829 0.1428 -0.0221 -0.0599 -1.165
C -1.643 -0.855 2.556 0.1802 0.1529 0.2097 1.248
S -0.770 -1.486 1.191 1.3785 0.5495 0.9912 -0.295
C -1.181 0.155 3.454 -0.3258 0.0071 0.2305 -1.028
N 0.030 0.748 3.278 0.1251 -0.0397 0.0100 0.987
H 2.293 2.309 5.046 0.0783 -0.1162 0.0137 0.422
H 2.023 2.820 3.357 0.0116 -0.0374 -0.0178 0.338
H 3.587 1.147 3.435 -0.2090 0.1309 -0.3032 0.253
H 0.168 2.645 6.035 0.0349 -0.0478 0.0304 0.509
H -2.104 1.684 6.359 0.0057 -0.0005 0.0160 0.428
H -3.770 0.028 5.707 -0.0241 0.0134 -0.0122 0.382
H -4.523 -1.740 4.135 -0.0244 0.0132 0.0011 0.447
H -3.153 -2.290 2.164 -0.0099 0.0824 0.3615 0.914
C -5.395 5.512 -1.809 0.0408 -0.0691 -0.0145 -1.494
C -4.339 4.542 -1.351 -0.0413 0.0065 0.0303 1.003
C -4.090 4.338 0.002 -0.0147 -0.0159 -0.0440 -0.788
C -3.069 3.494 0.416 0.0377 -0.0813 -0.0039 -0.931
C -2.288 2.856 -0.532 0.2317 0.1593 0.3056 0.363
C -2.543 3.013 -1.883 0.2024 0.2094 -0.0676 -0.845
C -3.570 3.849 -2.286 0.0721 0.0569 0.0767 -0.407
S -0.815 1.977 0.026 -0.2872 0.7326 -0.1424 0.780
C 0.263 3.434 -0.116 -0.1198 -0.1546 0.0316 -0.925
O -0.414 1.052 -1.069 0.2992 0.0277 -0.1516 -0.450
H -5.906 5.966 -0.962 -0.0317 -0.0058 -0.0118 0.367
H -6.134 5.018 -2.440 -0.0261 0.0164 0.0135 0.334
H -4.940 6.310 -2.399 -0.0333 0.0174 -0.0023 0.328
H -4.691 4.854 0.740 -0.0041 0.0007 0.0018 0.337
H -2.867 3.346 1.472 -0.0198 0.0022 0.0082 0.535
H -1.925 2.490 -2.604 -0.0004 0.0330 0.0130 0.283
H -3.770 3.987 -3.342 0.0163 -0.0049 -0.0206 0.478
H 0.183 3.837 -1.124 -0.0770 -0.0185 -0.0382 0.414
H 1.292 3.136 0.080 0.0332 -0.1289 0.0764 0.115
H -0.066 4.164 0.624 -0.0169 0.0157 -0.0141 0.448
Br 3.604 2.009 1.028 -0.6286 -0.4453 -0.3150 -0.598
F 4.786 0.045 4.685 -0.2699 -0.0902 0.0927 -0.421
Te 3.264 -1.125 4.551 1.6876 0.0537 -0.4308 1.253
F 4.728 -2.464 4.571 -0.6706 0.0762 0.3192 -0.506
F 1.635 -1.674 3.125 -0.0840 0.2493 -0.0736 -0.710
F 2.774 0.187 6.106 -0.2272 -0.4709 -0.2131 -0.611
F 3.899 -0.989 2.685 -0.1712 -0.0289 0.2166 -0.289
O 2.651 0.892 3.570 0.1185 0.1127 0.1258 0.152
```
Positions in Å, forces in eV/Å.

=====

Number 1: total energy -2286.90618 Ha. Number 2: total energy -6939.33562 Ha.